Here is a structure of composition C10H17Cl3MoO6 from the OMol25 dataset. Energies are from ωB97M-V/def2-TZVPD.

```
37
C10H17Cl3MoO6 (ωB97M-V/def2-TZVPD)
Mo 0.49054 0.10356 0.64417
Cl -0.49182 0.34900 4.99736
Cl 1.81097 -1.73257 1.38368
Cl 2.36498 1.30317 1.07603
O 0.29292 0.30060 6.21205
O -0.42387 -0.94909 4.30678
O -0.38406 1.64080 1.38155
O 0.08190 1.38345 4.09626
O -1.08183 -1.25487 1.54603
O -1.87437 0.67950 5.29122
C 0.83686 -2.66138 -1.49509
C 0.83250 2.49665 -1.61403
C 0.42457 -1.23998 -1.34664
C 0.42252 1.08385 -1.38949
C -2.14927 1.47483 -1.06772
C -0.93215 0.62835 -1.17267
C -2.12001 -1.67705 -1.15031
C 2.70337 -0.08866 -1.87322
C -0.91994 -0.80237 -1.18669
C 1.26356 -0.08098 -1.50173
H 3.11502 -1.09819 -1.79801
H 2.84657 0.26849 -2.89860
H 0.70532 -3.00346 -2.52843
H -1.88357 -2.62632 -0.66446
H -0.95852 -1.20679 2.52164
H 0.10209 3.17382 -1.16092
H -2.52918 1.74700 -2.05865
H 0.89231 2.72729 -2.68572
H 0.22188 -3.29914 -0.85288
H -2.93855 0.92994 -0.54439
H -1.93142 2.38860 -0.51271
H -2.49980 -1.89546 -2.15805
H 1.80904 2.70035 -1.16526
H -0.33959 1.67817 2.37234
H -2.91968 -1.19691 -0.58331
H 3.27939 0.56005 -1.20497
H 1.88132 -2.80425 -1.21516
```

Properties
- Net charge: 0
- E_HOMO (spin up / spin down): -9.200 / -9.200 eV
- Gap between HOMO and LUMO (spin up / spin down): 5.915 / 5.915 eV

Need the Löwdin charges? In units of e they are: 1.42, 0.71, 0.14, 0.22, -0.33, -0.40, -0.35, -0.42, -0.34, -0.34, -0.05, -0.03, -0.30, -0.33, 0.00, -0.26, -0.01, -0.03, -0.24, -0.34, 0.09, 0.11, 0.11, 0.09, -0.04, 0.09, 0.11, 0.11, 0.09, 0.09, 0.08, 0.11, 0.06, 0.01, 0.09, 0.05, 0.06

=====

Here is the molecule C7H6F6N2 from the OMol25 dataset. Energies are from ωB97M-V/def2-TZVPD.

```
21
C7H6F6N2 (ωB97M-V/def2-TZVPD)
F -2.90744 1.77598 -0.81778
F -3.21229 -0.32097 -0.67937
F -3.50492 0.87917 1.04720
F -0.41214 -0.75866 2.16925
F -2.10271 -1.57830 1.12223
F -0.14398 -1.51112 0.11866
N -0.50815 1.47254 0.03148
N 0.79136 1.50988 -0.22389
C -1.28131 0.52145 0.33002
C 1.32383 0.29589 -0.99369
C 2.38414 -0.11194 1.43218
C 1.63031 0.33964 0.26345
C -0.96439 -0.81419 0.96523
C -2.70755 0.68470 -0.00544
C 1.01824 -0.31299 -2.27855
H 2.40243 -1.12033 1.76711
H 1.97650 -0.81982 -2.56928
H 0.02581 -0.96984 -2.18421
H 3.44965 0.08960 1.36407
H 1.95480 0.41703 2.25380
H 0.78784 0.33226 -3.11248
```

Properties
- Net charge: 0
- E_HOMO: -8.770 eV
- SMILES: CC1=C(C)N1N=C(C(F)(F)F)C(F)(F)F
- Gap between HOMO and LUMO: 8.612 eV

Need the Löwdin charges? In units of e they are: 0.11, 0.18, 0.16, 0.18, 0.12, 0.10, 0.13, 0.01, -0.09, -0.15, -0.02, -0.17, -0.50, -0.60, -0.03, 0.07, 0.10, 0.13, 0.09, 0.08, 0.07

=====

Here is a cluster of 2 separate species, C30H27N2O9S2 in total from the OMol25 dataset. Energies are from ωB97M-V/def2-TZVPD.

```
70
C30H27N2O9S2 (ωB97M-V/def2-TZVPD)
S 2.50429 2.32261 0.88472
S 1.18688 2.12890 -1.89542
O 1.02881 -2.68854 -1.04084
O -0.01842 1.36441 0.47088
O 3.65681 2.04368 0.04735
O 2.37165 1.70662 2.19719
O 1.85809 3.39038 -2.13289
O 0.24157 -2.32510 1.06762
O -2.50013 -0.57949 -1.83223
O -0.12148 1.91150 -2.48510
O -1.12456 -0.51911 -3.67866
N -0.17950 -0.40656 -1.62284
N -0.29571 -0.79131 -0.45854
C 0.76557 -3.74699 2.87720
C 0.39281 -2.03198 -0.23311
C 0.66964 -4.15037 5.63622
C 4.32946 -0.96466 -3.09745
C -3.69716 -0.30150 -2.62472
C -7.18074 -2.56929 -1.52302
C 3.11101 1.06859 -3.66688
C 2.28226 6.01075 2.67700
C 4.12951 0.14285 -3.93657
C 2.36342 0.91343 -2.49168
C 1.82086 -3.61605 5.04252
C -1.32501 -0.49482 -2.48141
C 2.26419 6.88440 1.57920
C -0.45953 -4.40313 4.84360
C 2.46253 6.36716 0.29602
C -5.00184 -2.44915 -2.59628
C 1.06578 1.77657 -0.11652
C 3.48780 -1.15823 -1.99414
C -4.84199 -1.13919 -2.12980
C -5.78735 -0.59996 -1.24352
C -0.42209 -4.18391 3.46636
C 2.54173 -0.18355 -1.68423
C -1.14621 2.15323 1.08374
C -6.18064 -3.15372 -2.31731
C -6.96250 -1.30402 -0.95821
C 1.86637 -3.39256 3.66364
C 2.68439 4.99810 0.11820
C 2.40872 4.62804 2.49500
C 2.53217 4.11585 1.19385
C 0.83600 -3.61906 1.39171
H 4.76654 0.29750 -4.81068
H 2.40535 3.95160 3.35138
H -8.12533 -3.08915 -1.35178
H -5.59130 0.39259 -0.82529
H -1.28544 -4.37140 2.81964
H 1.91506 -0.24386 -0.80067
H 0.24008 -4.39485 0.88282
H -3.46194 -0.51045 -3.67863
H 2.90905 1.91355 -4.32846
H 0.64011 -4.35129 6.71001
H -2.04426 1.76404 0.60458
H 2.45267 7.02375 -0.57456
H 5.10080 -1.70527 -3.33269
H 2.68870 -3.36548 5.65155
H 1.86851 -3.64650 1.01396
H -4.20973 -2.87478 -3.22110
H 2.11701 7.96114 1.72940
H 2.93744 4.60755 -0.86563
H 2.19361 6.40778 3.68889
H -7.71036 -0.84807 -0.30532
H -6.32107 -4.15013 -2.74056
H 2.74337 -2.96952 3.16132
H -3.91452 0.76969 -2.50675
H -1.38157 -4.76644 5.28849
H -0.96905 3.20642 0.88490
H -1.12085 1.88801 2.13541
H 3.53966 -2.05123 -1.37091
```

Properties
- Net charge: -1
- E_HOMO: -3.774 eV
- Gap between HOMO and LUMO: 5.196 eV

Need the Löwdin charges? In units of e they are: 0.70, 0.72, 0.10, -0.25, -0.33, -0.35, -0.35, 0.04, 0.02, -0.32, 0.13, 0.10, 0.14, -0.21, -0.50, -0.10, -0.09, -0.10, -0.10, -0.05, -0.10, -0.10, -0.27, -0.08, -0.49, -0.11, -0.09, -0.08, -0.03, -0.52, -0.06, -0.20, -0.03, -0.04, -0.11, 0.02, -0.09, -0.09, -0.02, -0.06, -0.07, -0.25, -0.12, 0.09, 0.10, 0.10, 0.12, 0.12, 0.08, 0.14, 0.13, 0.11, 0.10, 0.07, 0.10, 0.09, 0.10, 0.13, 0.12, 0.09, 0.09, 0.09, 0.10, 0.10, 0.12, 0.14, 0.10, 0.09, 0.08, 0.10

=====

Here is a structure of composition C16H32CoGeO2PS2Si from the OMol25 dataset. Energies are from ωB97M-V/def2-TZVPD.

```
56
C16H32CoGeO2PS2Si (ωB97M-V/def2-TZVPD)
Ge 2.33467 -0.15073 -1.73117
Co -0.28988 -0.13254 0.28206
S -0.67344 2.47660 0.57652
S -0.74021 -0.05155 2.89568
P -0.08867 1.68353 2.27243
Si -2.43078 -0.81922 -0.60187
O 1.54330 1.77520 2.27156
O -0.38948 2.73327 3.51933
C 3.74459 1.43207 3.05671
C -0.05056 4.09368 3.33840
C 1.75744 -0.55960 0.02622
C -3.32015 0.28350 -1.91210
C -3.73892 -4.25499 -2.79060
C -3.69994 -3.03458 -2.12989
C -1.39516 -3.34162 -1.66119
C 1.95036 1.70953 -2.23385
C -0.15715 4.78757 4.68366
C 1.48749 -1.29349 -3.09526
C 2.29291 1.02893 3.21341
C 4.28244 -0.35540 -2.10556
C -3.87667 -1.08971 0.63909
C -2.59060 -5.03154 -2.89020
C -2.52987 -2.53528 -1.54314
C -1.41360 -4.56706 -2.31973
H 3.87651 2.49631 3.26397
H -1.16529 4.68029 5.08687
H -4.61212 -2.44769 -2.06709
H -4.66812 -4.60498 -3.23251
H 1.93012 1.22547 4.22923
H 1.84828 -1.63560 0.23627
H 4.07518 1.23791 2.03576
H 2.38069 2.39013 -1.49655
H 0.06727 5.85319 4.58860
H -3.61470 -1.85691 1.37283
H 0.87129 1.86618 -2.22022
H 0.96388 4.18767 2.93608
H -0.46759 -2.98352 -1.22390
H 0.54120 4.34748 5.39785
H 1.83702 -1.02621 -4.09647
H -4.31332 -0.09919 -2.18154
H -2.61310 -5.98488 -3.40850
H 0.40348 -1.17979 -3.05327
H -3.43981 1.29614 -1.51533
H 4.51236 -0.08879 -3.14187
H -0.72864 4.55170 2.61117
H 4.37679 0.86155 3.74214
H 2.15909 -0.03773 3.01310
H -4.05320 -0.16572 1.19789
H 4.59710 -1.38732 -1.93271
H -4.81242 -1.38530 0.14573
H -2.72628 0.36437 -2.82715
H 1.71953 -2.34610 -2.91687
H 4.86383 0.29050 -1.44277
H -0.50693 -5.15915 -2.39381
H 2.34561 -0.00053 0.75752
H 2.34422 1.95395 -3.22498
```

Properties
- Spin multiplicity: 3
- Net charge: -2
- E_HOMO (spin up / spin down): -0.104 / 0.403 eV
- Gap between HOMO and LUMO (spin up / spin down): 4.922 / 4.415 eV
- <S²>: 2.02

Need the Löwdin charges? In units of e they are: 0.66, -0.12, 0.26, 0.26, -0.19, 0.50, -0.39, -0.38, -0.09, -0.37, -0.40, -0.28, -0.14, -0.13, -0.13, -0.25, -0.10, -0.24, -0.36, -0.26, -0.29, -0.15, -0.29, -0.12, 0.07, 0.07, 0.08, 0.08, 0.11, -0.05, 0.07, 0.01, 0.06, 0.00, -0.01, 0.10, 0.07, 0.07, 0.00, -0.01, 0.08, 0.00, 0.00, -0.01, 0.08, 0.07, 0.08, 0.00, -0.01, -0.01, 0.00, 0.00, -0.01, 0.08, -0.07, 0.00

=====

Here is a structure of composition C17H14AuNO6 from the OMol25 dataset. Energies are from ωB97M-V/def2-TZVPD.

```
39
C17H14AuNO6 (ωB97M-V/def2-TZVPD)
Au 2.16680 -1.91396 0.12389
O 1.22048 0.84143 0.23668
O 0.20414 -2.03166 0.69557
O 5.72090 -0.61445 1.68264
O 4.17465 -1.41523 0.20557
O 1.46577 2.08396 -1.60364
O -1.22419 -1.55781 2.38293
N 2.29249 -1.17232 2.02696
C -2.98144 0.68573 -1.16686
C 3.45175 -0.68992 2.45314
C -0.57769 0.88641 -1.34306
C -1.72818 1.00259 -0.56776
C 0.52190 -0.04917 -3.51938
C -1.83730 1.55904 0.80854
C -0.10370 -1.53348 1.89529
C 3.49726 0.01645 3.62293
C -0.62343 0.24236 -2.58305
C 2.30834 0.19665 4.37606
C 4.58614 -0.89320 1.39665
C -3.07583 0.09368 -2.42373
C 0.75986 1.32717 -0.88346
C -4.40650 -0.25947 -3.05149
C 1.09551 -0.98048 2.66348
C 1.09425 -0.28046 3.84896
C -1.84067 -0.30418 -3.01953
H -1.89383 -0.88392 -3.90073
H -2.45813 0.90024 1.41422
H -4.60357 -1.31836 -3.15638
H -2.20946 2.57970 0.79834
H -0.83495 1.53577 1.25612
H 4.46530 0.47422 3.91397
H 1.40250 -0.42452 -2.95218
H 0.84119 0.82387 -4.11072
H 2.30084 0.70694 5.33544
H -3.86761 0.93448 -0.59981
H -5.25154 0.11632 -2.40578
H -4.49519 0.27907 -4.00914
H 0.27347 -0.80717 -4.24433
H 0.16970 -0.15628 4.40363
```

Properties
- Spin multiplicity: 3
- Net charge: 0
- E_HOMO (spin up / spin down): -9.270 / -9.240 eV
- Gap between HOMO and LUMO (spin up / spin down): 8.321 / 5.567 eV
- <S²>: 2.01

Need the Löwdin charges? In units of e they are: 1.16, 0.14, -0.20, 0.10, -0.22, 0.14, 0.08, 0.00, 0.01, -0.16, -0.07, -0.18, -0.04, -0.03, -0.54, 0.03, -0.18, 0.01, -0.51, -0.23, -0.51, -0.05, -0.15, 0.02, 0.02, 0.10, 0.09, 0.08, 0.09, 0.07, 0.14, 0.08, 0.10, 0.12, 0.12, 0.09, 0.09, 0.07, 0.13

=====

Here is a cluster of 6 separate species, C24H60O12 in total from the OMol25 dataset. Energies are from ωB97M-V/def2-TZVPD.

```
96
C24H60O12 (ωB97M-V/def2-TZVPD)
O -25.97172 16.40651 24.02895
O -25.27482 12.81410 16.42183
O -30.75042 18.01264 20.46399
O -24.12703 17.97264 15.92969
O -29.78081 9.54439 18.17786
O -24.80570 16.54941 19.97432
O -28.82552 12.37251 20.19303
O -30.60885 16.18312 23.63419
O -27.32877 15.72663 18.66197
O -24.79791 19.14856 24.10153
O -25.73943 9.74887 16.62624
O -26.67617 15.99984 14.58869
C -29.45749 18.48382 20.13849
C -29.71772 12.74542 21.22143
C -25.70478 15.08448 23.59725
C -26.42096 12.00318 16.23702
C -28.64894 15.26373 18.53015
C -29.79644 10.90573 18.54507
C -22.93310 18.57987 15.51419
C -28.91264 11.04212 19.76131
C -30.79901 17.29249 22.78654
C -30.60800 9.29250 17.07314
C -24.57191 16.98712 15.02466
C -24.04385 12.24846 16.06038
C -25.85446 8.59288 17.41754
C -25.94816 18.71453 23.40859
C -25.77676 16.29365 15.61982
C -25.02578 15.37847 19.21531
C -30.83958 16.88709 21.30461
C -26.51386 10.81472 17.14683
C -26.43300 14.81811 19.22152
C -25.31909 17.73552 19.40257
C -28.01431 15.87881 14.97713
C -24.99204 20.40848 24.70721
C -29.26713 15.80139 23.81859
C -25.74453 17.30217 22.96043
H -28.70408 14.25091 18.11187
H -26.43834 13.86020 18.67738
H -27.26368 12.68128 16.39967
H -29.07112 15.16541 19.53980
H -30.02934 18.06529 22.91763
H -30.82280 11.22888 18.76451
H -25.40700 15.37254 16.10073
H -25.89904 20.40099 25.32580
H -25.01537 17.86430 18.36127
H -27.55692 10.46885 17.22477
H -30.08330 11.88552 21.78492
H -26.89838 8.25299 17.45206
H -29.21529 10.35910 20.56543
H -23.80530 11.35683 16.65004
H -31.65837 9.54176 17.26733
H -24.83699 17.37420 14.03318
H -29.59828 19.41375 19.59291
H -28.58825 15.57028 14.10407
H -28.79013 15.40836 22.91171
H -29.20074 15.99407 17.94855
H -22.69325 19.36738 16.22830
H -26.12149 19.36032 22.53265
H -29.29785 14.98966 24.54631
H -30.26938 9.84299 16.18277
H -30.55454 13.34049 20.83666
H -29.37726 11.50226 17.72116
H -24.69264 15.53885 18.18038
H -31.81151 16.44947 21.07730
H -26.40634 17.79261 19.49450
H -26.72155 14.54889 20.25612
H -26.82931 18.79923 24.06029
H -23.27546 12.98011 16.32079
H -28.41110 16.81924 15.37408
H -31.75379 17.73632 23.06892
H -28.88460 18.68208 21.05373
H -29.19717 13.40060 21.92732
H -24.13538 20.59462 25.34668
H -22.09332 17.86893 15.52632
H -26.19222 16.85557 16.46406
H -24.67144 15.04649 23.23573
H -30.05555 16.14519 21.11883
H -24.91666 18.55640 20.00469
H -25.89666 14.39047 24.40985
H -28.90013 17.79291 19.49926
H -25.19225 7.84018 17.00010
H -26.38035 14.83210 22.76506
H -23.97933 12.00389 14.99589
H -24.70199 17.16576 22.62662
H -27.89972 10.69890 19.51595
H -23.75369 16.26402 14.89011
H -26.16243 11.07685 18.15414
H -23.01665 19.00421 14.50822
H -28.14961 15.07490 15.71593
H -25.54990 8.76757 18.46080
H -25.10742 21.18399 23.94143
H -26.49004 11.69608 15.18458
H -30.55869 8.23082 16.83359
H -24.35796 14.62274 19.63744
H -26.31044 17.00986 22.06324
H -28.65608 16.61376 24.22127
```

Properties
- Net charge: 0
- E_HOMO: -9.330 eV
- SMILES: COCCOC.COCCOC.COCCOC.COCCOC.COCCOC.COCCOC
- Gap between HOMO and LUMO: 9.979 eV

Need the Löwdin charges? In units of e they are: -0.19, -0.21, -0.18, -0.20, -0.19, -0.18, -0.19, -0.18, -0.20, -0.18, -0.19, -0.17, -0.09, -0.09, -0.10, -0.19, -0.10, -0.22, -0.12, -0.21, -0.20, -0.12, -0.20, -0.10, -0.11, -0.22, -0.21, -0.18, -0.20, -0.21, -0.20, -0.09, -0.11, -0.11, -0.11, -0.23, 0.08, 0.12, 0.11, 0.07, 0.12, 0.14, 0.11, 0.09, 0.08, 0.10, 0.09, 0.09, 0.13, 0.08, 0.09, 0.13, 0.09, 0.09, 0.06, 0.09, 0.09, 0.13, 0.10, 0.09, 0.09, 0.12, 0.11, 0.13, 0.07, 0.12, 0.12, 0.09, 0.09, 0.13, 0.08, 0.07, 0.09, 0.09, 0.12, 0.09, 0.09, 0.09, 0.09, 0.06, 0.09, 0.07, 0.09, 0.13, 0.11, 0.13, 0.13, 0.09, 0.07, 0.09, 0.09, 0.14, 0.09, 0.13, 0.11, 0.08

=====

no.,maximum force (eV/Å),DFT total energy (a.u.)
1,5.49,-2291.1995
2,3.53,-978.8659
3,4.36,-2742.2614
4,0.39,-5666.3272
5,2.82,-1297.9848
6,1.24,-1853.0340